[1]
Entry from the OMol25 dataset: one molecule with the formula C2H2IN5 at a distorted geometry (wB97M-V/def2-TZVPD).

XYZ file:
```
10
Properties=species:S:1:pos:R:3
I 3.4261 1.7568 0.4152
N 1.3760 0.1489 -0.9175
N 0.7412 0.8973 1.2024
N 0.2213 -0.4775 -1.0455
N -0.4122 0.2676 1.0857
N -1.7752 -1.1213 -0.1144
C -0.6141 -0.4029 -0.0293
C 1.5697 0.7820 0.2035
H -2.5291 -0.5739 0.2903
H -2.0035 -1.2769 -1.0904
```

The gap between HOMO and LUMO is 8.50 eV. As for the total charge: 0. Its SMILES is Nc1nnc(I)nn1. The calculation puts the highest occupied orbital energy at -9.653 eV.

Atomic partial charges in e from the Mulliken method, atoms 1 to 2: number 1, I, carries 0.087; number 2, N, carries -0.217


[2]
Entry from the OMol25 dataset: one molecule with the formula C2H2INO3 at a distorted geometry (wB97M-V/def2-TZVPD).

XYZ file:
```
9
Properties=species:S:1:pos:R:3
I 0.7733 -2.8913 0.5938
O 0.5101 2.0807 0.5452
O -0.9164 -0.7894 1.6456
O -1.1491 1.8734 -0.8204
N -0.1882 1.4563 -0.2149
C 0.2392 -0.0550 -0.5205
C -0.1178 -1.0256 0.8076
H 1.3559 -0.0016 -0.8166
H -0.5071 -0.6473 -1.2198
```

The gap between HOMO and LUMO is 10.29 eV. As for the total charge: 0. Its SMILES is O=C(I)C[N+](=O)[O-]. The calculation puts the highest occupied orbital energy at -10.589 eV. The calculation puts the energy above the lowest of the compared OMol25 structures with the same formula, charge and spin at 98.78 kcal per mole.

Atomic partial charges in e from the Mulliken method, atoms 1 to 2: number 1, I, carries 0.091; number 2, O, carries -0.501


[3]
Entry from the OMol25 dataset: an isolated ion of composition C2H2IOS and charge -1 at a distorted geometry (wB97M-V/def2-TZVPD).

XYZ file:
```
7
Properties=species:S:1:pos:R:3
I -0.2499 -2.5091 -0.1995
S 0.7113 1.5303 2.0439
O 0.8444 -0.9552 2.7994
C 0.7170 -0.0928 1.9546
C 0.3320 -0.4395 0.2335
H -0.5379 0.0955 0.0371
H 1.2470 -0.3131 -0.3572
```

The gap between HOMO and LUMO is 6.76 eV. As for the total charge: -1. Its SMILES is [O-]C(=S)CI. The calculation puts the highest occupied orbital energy at -3.728 eV. The calculation puts the energy above the lowest of the compared OMol25 structures with the same formula, charge and spin at 6.93 kcal per mole.

Atomic partial charges in e from the Mulliken method, atoms 1 to 2: number 1, I, carries -0.171; number 2, S, carries -0.530


[4]
Entry from the OMol25 dataset: C2H2KO as an isolated structure (wB97M-V/def2-TZVPD).

XYZ file:
```
6
Properties=species:S:1:pos:R:3
K -2.7292 -1.2195 0.2841
O -0.3280 0.1453 0.0312
C 1.1742 -0.0551 0.2229
C -1.0364 1.1603 0.1335
H 1.3367 -0.9052 -0.4606
H 1.5827 0.8742 -0.2111
```

The gap between HOMO and LUMO (spin up / spin down) is 4.43 / 4.52 eV. As for the total charge: 0. As for the spin multiplicity: 2. The expectation value of S² is 0.76. The calculation puts the highest occupied orbital energy (spin up / spin down) at -5.594 / -5.827 eV. The calculation puts the energy above the lowest of the compared OMol25 structures with the same formula, charge and spin at 2.42 kcal per mole.

Atomic partial charges in e from the Mulliken method, atoms 1 to 2: number 1, K, carries 0.878; number 2, O, carries -0.136


[5]
Entry from the OMol25 dataset: C2H2Li3O2 as an isolated structure at a distorted geometry (wB97M-V/def2-TZVPD).

XYZ file:
```
9
Properties=species:S:1:pos:R:3
O 1.5767 1.4912 1.3376
O -1.2953 -0.4598 0.3398
C 0.6482 0.8997 0.6128
C -0.5246 0.3729 1.0668
Li 0.2267 -1.5581 0.2481
Li 2.0086 2.0863 2.8890
Li -2.2915 -1.7128 -0.3054
H -0.8149 0.5471 2.1158
H 0.8868 0.7157 -0.4572
```

The gap between HOMO and LUMO (spin up / spin down) is 2.66 / 5.48 eV. As for the total charge: 0. As for the spin multiplicity: 2. The expectation value of S² is 0.75. The calculation puts the highest occupied orbital energy (spin up / spin down) at -3.683 / -6.505 eV. The calculation puts the energy above the lowest of the compared OMol25 structures with the same formula, charge and spin at 0.00 kcal per mole.

Atomic partial charges in e from the Mulliken method, atoms 1 to 2: number 1, O, carries -0.893; number 2, O, carries -0.425


[6]
Entry from the OMol25 dataset: C2H2MnO3 as an isolated structure at a distorted geometry (wB97M-V/def2-TZVPD).

XYZ file:
```
8
Properties=species:S:1:pos:R:3
Mn -2.3767 0.4026 -1.3162
O -0.4353 -0.4897 1.3313
O 1.6603 0.1023 -0.5568
O 0.5690 0.2131 -1.4923
C 0.6191 0.2140 0.4906
C -0.2730 -0.2102 -0.5935
H -0.5262 -1.4438 1.2067
H 0.7629 1.2117 0.9302
```

The gap between HOMO and LUMO (spin up / spin down) is 7.26 / 7.22 eV. As for the total charge: +2. As for the spin multiplicity: 6. The expectation value of S² is 8.76. The calculation puts the highest occupied orbital energy (spin up / spin down) at -19.931 / -19.911 eV.

Atomic partial charges in e from the Mulliken method, atoms 1 to 2: number 1, Mn, carries 1.135; number 2, O, carries -0.439


[7]
Entry from the OMol25 dataset: one molecule with the formula C2H2N2O at a distorted geometry (wB97M-V/def2-TZVPD).

XYZ file:
```
7
Properties=species:S:1:pos:R:3
O -0.8298 0.1413 0.7170
N 0.1621 -0.1451 -1.1667
N -0.9566 0.0754 -0.6346
C 0.4566 0.0487 1.0127
C 1.1055 -0.1209 -0.1725
H 2.1843 -0.4111 -0.2244
H 0.6431 0.2026 2.0561
```

The gap between HOMO and LUMO is 11.50 eV. As for the total charge: 0. Its SMILES is c1conn1. The calculation puts the highest occupied orbital energy at -10.571 eV. The calculation puts the energy above the lowest of the compared OMol25 structures with the same formula, charge and spin at 48.66 kcal per mole.

Atomic partial charges in e from the Mulliken method, atoms 1 to 2: number 1, O, carries -0.080; number 2, N, carries -0.238


[8]
Entry from the OMol25 dataset: one molecule with the formula C2H2N2O2 at a distorted geometry (wB97M-V/def2-TZVPD).

XYZ file:
```
8
Properties=species:S:1:pos:R:3
O 0.0019 1.0140 0.0552
O 2.0153 0.0785 -0.1628
N -1.4541 -0.7243 -0.1791
N -0.1612 -1.1100 0.1061
C -1.2848 0.5991 -0.0987
C 0.6501 -0.1443 -0.0422
H 2.3573 -0.9253 0.2126
H -2.1244 1.2122 0.1090
```

The gap between HOMO and LUMO is 10.24 eV. As for the total charge: 0. Its SMILES is Oc1nnco1. The calculation puts the highest occupied orbital energy at -9.889 eV. The calculation puts the energy above the lowest of the compared OMol25 structures with the same formula, charge and spin at 64.25 kcal per mole.

Atomic partial charges in e from the Mulliken method, atoms 1 to 2: number 1, O, carries -0.266; number 2, O, carries -0.490


[9]
Entry from the OMol25 dataset: one molecule with the formula C2H2N2O2 at a distorted geometry (wB97M-V/def2-TZVPD).

XYZ file:
```
8
Properties=species:S:1:pos:R:3
O -1.9644 0.1338 -0.0489
O -0.0747 -1.0106 0.0296
N 1.5403 0.4805 -0.0308
N 1.3629 -0.7920 -0.0259
C 0.3124 1.1426 0.0456
C -0.6569 0.1491 0.0483
H 0.2485 2.2488 -0.0373
H -2.1914 -0.8033 0.0257
```

The gap between HOMO and LUMO is 10.14 eV. As for the total charge: 0. Its SMILES is Oc1cnno1. The calculation puts the highest occupied orbital energy at -9.697 eV. The calculation puts the energy above the lowest of the compared OMol25 structures with the same formula, charge and spin at 58.71 kcal per mole.

Atomic partial charges in e from the Mulliken method, atoms 1 to 2: number 1, O, carries -0.465; number 2, O, carries -0.196


[10]
Entry from the OMol25 dataset: one molecule with the formula C2H2N2O2 at a distorted geometry (wB97M-V/def2-TZVPD).

XYZ file:
```
8
Properties=species:S:1:pos:R:3
O -0.1469 1.7441 0.0405
O 0.2242 -1.2845 1.4421
N 0.7676 -1.4086 0.1458
N -0.4306 -0.0648 1.4469
C -0.0619 0.4216 0.2223
C -0.0441 -0.6336 -0.6633
H -0.0208 -0.7211 -1.7376
H -0.2876 1.9469 -0.8968
```

The gap between HOMO and LUMO (spin up / spin down) is 9.22 / 9.22 eV. As for the total charge: 0. Its SMILES is Oc1cnon1. The calculation puts the highest occupied orbital energy (spin up / spin down) at -9.496 / -9.496 eV. The calculation puts the energy above the lowest of the compared OMol25 structures with the same formula, charge and spin at 135.49 kcal per mole.

Atomic partial charges in e from the Mulliken method, atoms 1 to 2: number 1, O, carries -0.460; number 2, O, carries -0.010


[11]
Entry from the OMol25 dataset: a 2-piece molecular cluster, C2H2N2O2S overall at a distorted geometry (wB97M-V/def2-TZVPD).

XYZ file:
```
9
Properties=species:S:1:pos:R:3
S 0.3638 -1.8017 0.2610
O -0.1765 1.9122 0.4731
O 1.4274 0.6658 1.1191
N 0.4039 0.8752 0.5836
N -2.6733 0.1080 -0.4519
C -1.5058 -0.1001 -0.4308
C -0.2418 -0.2647 -0.0046
H 0.7031 0.1437 -2.2664
H 1.6991 -1.5383 0.7168
```

The gap between HOMO and LUMO (spin up / spin down) is 8.39 / 8.45 eV. As for the total charge: 0. The calculation puts the highest occupied orbital energy (spin up / spin down) at -9.414 / -11.106 eV. The calculation puts the energy above the lowest of the compared OMol25 structures with the same formula, charge and spin at 176.82 kcal per mole.

Atomic partial charges in e from the Mulliken method, atoms 1 to 2: number 1, S, carries -0.198; number 2, O, carries -0.576


[12]
Entry from the OMol25 dataset: one molecule with the formula C2H2N2O2S2 (wB97M-V/def2-TZVPD).

XYZ file:
```
10
Properties=species:S:1:pos:R:3
S 1.1207 2.1874 -1.5700
S 1.2544 -2.3176 1.2550
O 1.3782 -0.0977 -0.1725
O -1.7859 1.1468 -0.7268
N -0.7038 -0.6055 0.4071
N -0.6436 0.5388 -0.3360
C 0.5365 -0.9325 0.4730
C 0.5976 0.8971 -0.7203
H -1.8160 2.0055 -0.2645
H 0.0619 -2.8222 1.6550
```

The gap between HOMO and LUMO is 9.01 eV. As for the total charge: 0. Its SMILES is On1nc(S)oc1=S. The calculation puts the highest occupied orbital energy at -8.609 eV. The calculation puts the energy above the lowest of the compared OMol25 structures with the same formula, charge and spin at 57.86 kcal per mole.

Atomic partial charges in e from the Mulliken method, atoms 1 to 2: number 1, S, carries -0.368; number 2, S, carries -0.211


Number 1: calculated total energy -648.8194 Ha. Number 2: calculated total energy -655.4461 Ha. Number 3: calculated total energy -848.5769 Ha. Number 4: calculated total energy -752.3511 Ha. Number 5: calculated total energy -250.4745 Ha. Number 6: calculated total energy -1452.9973 Ha. Number 7: calculated total energy -262.0864 Ha. Number 8: calculated total energy -337.3220 Ha. Number 9: calculated total energy -337.3309 Ha. Number 10: calculated total energy -337.2085 Ha. Number 11: calculated total energy -735.3055 Ha. Number 12: calculated total energy -1133.6937 Ha.